{"formula": "C3H5N3O", "method": "ωB97M-V with the def2-TZVPD basis set", "gap_ev": 7.95, "max_force_ev_per_a": 0.458, "lumo_energy_ev": -0.2, "relative_energy_ev": 5.0037, "energy_ha": -356.67349, "homo_ev": -8.126, "species": ["N", "C", "C", "O", "N", "C", "N", "H", "H", "H", "H", "H"], "coordinates": [[0.44910, -0.67241, 1.54142], [-0.09449, 0.22435, 0.52180], [-0.64158, 1.36904, 1.06170], [-1.00456, 2.07595, -0.02541], [-0.71062, 1.42090, -1.22968], [-0.13822, 0.29431, -0.89509], [0.36652, -0.56114, -1.88696], [-0.00057, -1.58677, 1.64464], [1.46497, -0.80301, 1.53105], [0.19069, -0.07245, 2.35464], [0.00389, -1.50484, -1.82137], [0.11486, -0.18393, -2.79675]], "nbo_charge": [-0.675, -0.264, -0.027, -0.326, -0.212, 0.278, -0.817, 0.411, 0.416, 0.461, 0.366, 0.390]}



{"formula": "C15H13Cl6N2NiO2S", "method": "ωB97M-V with the def2-TZVPD basis set", "gap_ev": [6.72, 6.71], "max_force_ev_per_a": 1.808, "s_squared": 2.01, "charge": -1, "spin_multiplicity": 3, "lumo_energy_ev": [1.2, 1.2], "energy_ha": -5506.67674, "homo_ev": [-5.515, -5.517], "species": ["Ni", "N", "C", "C", "C", "N", "H", "H", "H", "H", "H", "H", "H", "H", "H", "H", "Cl", "C", "C", "Cl", "C", "Cl", "C", "O", "C", "O", "C", "Cl", "Cl", "C", "C", "C", "C", "C", "Cl", "C", "S", "H", "H", "H"], "coordinates": [[0.63122, 0.53000, -0.57679], [0.45858, -0.72967, 1.02366], [0.37920, 0.02850, 2.29138], [1.63273, 0.86167, 2.51081], [1.74875, 2.10600, 1.63736], [1.91605, 1.81664, 0.19450], [-0.38922, -1.26364, 0.86694], [1.23868, -1.37961, 1.06111], [0.21691, -0.65194, 3.13224], [-0.49369, 0.67699, 2.21814], [2.51997, 0.22848, 2.37617], [1.64999, 1.18331, 3.55451], [2.58819, 2.71807, 1.96918], [0.86138, 2.73397, 1.73367], [2.87776, 1.51293, 0.04859], [1.93335, 2.78564, -0.25160], [3.28214, -1.61721, -4.87257], [1.59356, -1.51987, -5.26745], [1.04455, -0.50388, -5.98525], [2.09639, 0.74313, -6.60600], [-0.32360, -0.37541, -6.22510], [2.40756, 4.70401, -0.23405], [-1.56244, -0.37496, -6.21502], [-0.05001, 1.40704, -3.06147], [-0.32376, -2.55958, -4.13801], [-0.33828, -0.64467, -1.75551], [0.78970, -2.63596, -4.80998], [1.18948, -4.31520, -5.16334], [-0.69347, 0.09201, -3.06724], [-2.40991, 0.35663, -2.65718], [-3.31889, -0.09934, -3.57817], [-4.66162, 0.04413, -3.26714], [-5.01147, 0.65199, -2.07525], [-4.04715, 1.11969, -1.19350], [-4.61643, 1.88770, 0.25909], [-2.66541, 1.00493, -1.42236], [-1.54769, 1.70260, -0.25588], [-2.96418, -0.52360, -4.51560], [-5.42206, -0.30365, -3.95134], [-6.05168, 0.78568, -1.81147]], "nbo_charge": [1.314, -0.878, -0.231, -0.425, -0.228, -0.974, 0.406, 0.379, 0.183, 0.230, 0.188, 0.225, 0.225, 0.222, 0.377, 0.460, 0.007, -0.175, 0.007, 0.017, -0.491, -0.880, -0.193, -0.759, 0.259, -0.912, -0.432, 0.019, 1.668, -0.090, -0.235, -0.228, -0.197, -0.061, 0.002, -0.210, -0.336, 0.301, 0.222, 0.224]}



{"formula": "C15H20BF4MnN7PS2", "method": "ωB97M-V with the def2-TZVPD basis set", "gap_ev": [3.37, 5.12], "max_force_ev_per_a": 2.879, "s_squared": 6.07, "charge": 2, "spin_multiplicity": 5, "lumo_energy_ev": [-9.1, -7.4], "relative_energy_ev": 2.8057, "energy_ha": -3679.64935, "homo_ev": [-12.431, -12.551], "species": ["Mn", "C", "N", "C", "C", "N", "C", "P", "C", "N", "C", "C", "N", "C", "C", "N", "C", "C", "N", "C", "H", "H", "H", "H", "H", "H", "H", "H", "H", "H", "H", "H", "H", "H", "H", "S", "C", "N", "C", "C", "S", "H", "H", "H", "H", "H", "F", "B", "F", "F", "F"], "coordinates": [[-1.84870, 0.54545, 0.96640], [-3.26442, -4.54482, -0.01145], [-3.23496, -3.26944, 0.65076], [-3.87236, -2.92272, 1.79542], [-3.51163, -1.63111, 2.07253], [-2.66448, -1.18504, 1.10062], [-2.51260, -2.20843, 0.24181], [-1.39743, -2.25514, -1.22625], [0.07079, -1.57718, -0.33047], [0.05442, -0.53219, 0.50906], [1.33836, -0.32839, 0.89659], [2.13710, -1.26395, 0.29587], [1.33026, -2.04218, -0.46745], [1.75314, -3.15611, -1.27315], [-1.89738, -0.62231, -1.90888], [-2.23400, 0.44289, -1.16715], [-2.48828, 1.45441, -2.03464], [-2.29659, 0.99996, -3.31111], [-1.93519, -0.30310, -3.21943], [-1.62184, -1.16652, -4.32717], [-3.98105, -5.20296, 0.47219], [-2.27733, -5.00771, 0.02795], [-3.55320, -4.41005, -1.05326], [-4.50834, -3.59524, 2.33452], [-3.81034, -1.01949, 2.90650], [1.59899, 0.46457, 1.57112], [3.19173, -1.43025, 0.36383], [2.66809, -3.57786, -0.86301], [1.94608, -2.84041, -2.29792], [0.98302, -3.92622, -1.27008], [-2.79351, 2.42415, -1.69333], [-2.38362, 1.50910, -4.24733], [-2.05674, -0.76303, -5.23995], [-2.03131, -2.16326, -4.15856], [-0.54047, -1.23256, -4.46231], [1.36562, 2.89294, 2.82443], [2.98202, 3.22188, 2.59910], [3.88346, 3.30700, 3.57062], [5.27674, 3.35315, 3.17461], [5.30728, 3.90596, 1.75363], [3.67800, 3.46805, 1.02529], [3.63032, 3.18788, 4.54282], [5.70053, 2.33864, 3.19765], [5.83742, 3.97761, 3.87067], [6.08708, 3.44744, 1.14862], [5.40703, 4.99032, 1.71115], [0.27674, 4.70454, 0.20975], [-0.56354, 4.02958, -0.51298], [-1.28227, 2.12692, 1.06905], [-1.79482, 4.41309, -0.65733], [-0.14780, 2.97216, -1.16937]], "nbo_charge": [1.852, -0.421, -0.280, -0.024, -0.062, -0.603, 0.124, 0.801, 0.073, -0.575, -0.045, -0.047, -0.293, -0.415, 0.081, -0.575, -0.037, -0.038, -0.289, -0.419, 0.255, 0.234, 0.237, 0.263, 0.250, 0.270, 0.251, 0.249, 0.230, 0.226, 0.257, 0.255, 0.252, 0.231, 0.229, -0.239, -0.059, -0.565, -0.230, -0.528, 0.322, 0.432, 0.201, 0.234, 0.245, 0.237, -0.468, 1.464, -0.548, -0.490, -0.507]}



{"formula": "C23H24I2InN9OS", "method": "ωB97M-V with the def2-TZVPD basis set", "gap_ev": 6.69, "max_force_ev_per_a": 1.164, "charge": 2, "lumo_energy_ev": -6.0, "relative_energy_ev": 0.8126, "energy_ha": -2642.22546, "homo_ev": -12.687, "species": ["In", "I", "C", "C", "C", "I", "C", "O", "C", "C", "N", "C", "C", "C", "C", "C", "C", "N", "C", "H", "H", "H", "H", "H", "H", "H", "H", "H", "H", "H", "N", "C", "N", "C", "N", "C", "C", "N", "C", "C", "N", "H", "H", "H", "H", "H", "C", "N", "C", "C", "N", "C", "S", "H", "H", "H", "H", "H", "H", "H", "H"], "coordinates": [[0.02476, 0.36744, 0.08048], [0.44839, -2.31894, 7.11581], [0.55002, -1.21678, 5.31805], [1.78192, -0.95229, 4.73741], [1.82019, -0.22100, 3.57103], [3.64820, 0.13951, 2.59208], [0.66345, 0.26144, 2.94890], [0.75615, 1.04839, 1.88113], [-0.57423, -0.10754, 3.50013], [-1.82020, 0.18540, 2.71410], [-1.75477, -0.54730, 1.43213], [-1.64049, -1.99104, 1.60772], [-0.73641, -2.65027, 0.59881], [-0.86723, -4.01135, 0.33262], [0.01932, -4.62026, -0.53774], [1.03749, -3.85800, -1.09651], [1.09373, -2.51402, -0.78924], [0.22111, -1.92865, 0.02747], [-0.62171, -0.81842, 4.68786], [2.69183, -1.31390, 5.19192], [-2.70692, -0.11370, 3.28563], [-1.89260, 1.25711, 2.48691], [-2.60191, -0.33997, 0.90578], [-1.18619, -2.17920, 2.59025], [-2.61666, -2.48863, 1.59520], [-1.65577, -4.57673, 0.80611], [-0.07903, -5.66730, -0.77708], [1.76020, -4.30031, -1.76364], [1.86204, -1.87503, -1.20517], [-1.57569, -1.07081, 5.13014], [-1.91433, 0.17299, -3.95888], [-2.05953, -0.22432, -2.69014], [-0.90271, -0.11565, -2.07238], [-0.06025, 0.37480, -3.02508], [-0.66426, 0.54793, -4.17839], [1.33690, 0.65738, -2.77167], [2.25566, 0.89513, -3.80576], [3.52233, 1.13357, -3.54923], [3.92074, 1.13539, -2.29117], [3.02773, 0.89679, -1.24239], [1.74703, 0.66459, -1.49966], [-2.60061, 0.21747, -4.70263], [-2.97074, -0.58298, -2.25371], [1.94741, 0.87822, -4.84246], [4.96982, 1.32823, -2.10993], [3.33377, 0.88026, -0.20079], [-2.57771, 5.31081, -0.64312], [-1.47928, 4.97236, 0.21888], [-0.82026, 5.99625, 1.01833], [0.32924, 5.22974, 1.70020], [0.17571, 3.88424, 1.16598], [-0.85861, 3.81146, 0.33726], [-1.34450, 2.44056, -0.56719], [-3.18998, 6.06422, -0.14788], [-3.18903, 4.43399, -0.84661], [-2.21564, 5.71570, -1.59164], [-1.53202, 6.41975, 1.73307], [-0.46336, 6.79791, 0.36539], [0.24563, 5.22984, 2.78965], [1.30872, 5.63104, 1.43020], [0.68474, 3.08431, 1.52198]], "nbo_charge": [1.715, 0.209, -0.156, -0.245, -0.206, 0.168, 0.335, -0.929, -0.137, -0.238, -0.659, -0.286, 0.236, -0.223, -0.104, -0.231, 0.070, -0.553, -0.224, 0.253, 0.218, 0.228, 0.402, 0.263, 0.229, 0.245, 0.250, 0.253, 0.208, 0.236, -0.299, 0.226, -0.559, 0.271, -0.194, 0.121, 0.068, -0.313, 0.033, 0.021, -0.495, 0.453, 0.237, 0.240, 0.236, 0.242, -0.416, -0.360, -0.222, -0.230, -0.565, 0.375, -0.250, 0.233, 0.233, 0.221, 0.226, 0.225, 0.226, 0.224, 0.460]}



{"formula": "C10H13NO", "method": "ωB97M-V with the def2-TZVPD basis set", "gap_ev": 8.25, "max_force_ev_per_a": 7.535, "lumo_energy_ev": 0.0, "relative_energy_ev": 8.1678, "energy_ha": -518.54274, "homo_ev": -8.259, "species": ["C", "C", "C", "C", "C", "C", "C", "C", "C", "C", "H", "H", "H", "H", "H", "H", "H", "H", "H", "H", "H", "H", "H", "N", "O"], "coordinates": [[0.79097, 1.64207, 1.47749], [0.40074, 0.25568, 2.01118], [0.16423, -0.59650, 0.68682], [-1.17518, -0.65408, 0.40011], [-1.96833, -1.64361, -0.53653], [-1.75781, -1.70931, -1.82011], [-0.85708, -0.50869, -2.53692], [0.40011, -0.10839, -2.44040], [1.33337, -0.46693, -1.38817], [1.19677, -1.00686, -0.10522], [-0.46927, 2.58556, -0.06317], [-0.22844, 3.50488, 1.04494], [1.23457, 2.20492, 2.33647], [1.54616, 1.31928, 0.84409], [-0.56182, 0.26600, 2.65836], [2.04996, 0.22385, 3.12533], [-1.84694, -0.38960, 1.23072], [-2.63722, -2.36027, 0.00281], [-2.50690, -2.60798, -2.47112], [-1.18004, -0.15974, -3.55551], [0.86784, 0.37599, -3.42681], [2.20829, -0.89649, -1.91075], [2.32316, -1.38158, 0.12620], [-0.47904, 2.41801, 1.09304], [1.15189, -0.30619, 3.21715]], "nbo_charge": [-0.281, 0.088, -0.083, -0.183, -0.232, -0.208, -0.179, -0.256, -0.201, -0.228, 0.354, 0.357, 0.191, 0.196, 0.202, 0.453, 0.212, 0.221, 0.232, 0.205, 0.221, 0.195, 0.244, -0.812, -0.710]}



{"formula": "C35H33N3O8PPtS2", "method": "ωB97M-V with the def2-TZVPD basis set", "gap_ev": [6.70, 4.06], "max_force_ev_per_a": 1.522, "s_squared": 6.06, "charge": 1, "spin_multiplicity": 5, "lumo_energy_ev": [-4.1, -6.7], "relative_energy_ev": 0.0000, "energy_ha": -3376.62077, "homo_ev": [-10.799, -10.771], "species": ["Pt", "O", "C", "O", "C", "C", "C", "C", "C", "N", "C", "O", "O", "H", "H", "H", "S", "C", "C", "C", "C", "C", "C", "N", "C", "C", "C", "C", "C", "C", "C", "C", "N", "C", "C", "C", "C", "C", "S", "C", "H", "H", "H", "H", "H", "H", "H", "H", "H", "H", "H", "H", "C", "C", "C", "C", "O", "P", "O", "O", "O", "C", "C", "C", "C", "H", "H", "H", "H", "H", "H", "H", "H", "H", "H", "H", "H", "H", "H", "H", "H", "H", "H"], "coordinates": [[7.60050, 16.51122, 11.89060], [8.73103, 19.97368, 14.07198], [8.50807, 18.86975, 13.64151], [7.81858, 18.57190, 12.58993], [9.03332, 17.65172, 14.33570], [9.71815, 17.69423, 15.53936], [10.11806, 16.48200, 16.10144], [9.82062, 15.26695, 15.46006], [9.07682, 15.32320, 14.27968], [8.74362, 16.50306, 13.77030], [8.51282, 14.14919, 13.54575], [8.72350, 13.01345, 13.90774], [7.73064, 14.46304, 12.55924], [9.95155, 18.62028, 16.04216], [10.64114, 16.45854, 17.06110], [10.16163, 14.32870, 15.91511], [6.87467, 22.12433, 10.72244], [6.55247, 23.70037, 10.09570], [5.97402, 23.66487, 8.86809], [5.79167, 22.33650, 8.42916], [6.19697, 21.38716, 9.33657], [6.07721, 19.94059, 9.23626], [6.55917, 19.13509, 10.30472], [6.54200, 17.84458, 10.26672], [6.00477, 17.22552, 9.18883], [5.48925, 17.93486, 8.10610], [4.93459, 17.18859, 6.98752], [4.95316, 15.84742, 6.93167], [5.52937, 15.09759, 8.00274], [5.64221, 13.72248, 8.04122], [6.17377, 13.07130, 9.17781], [6.68199, 13.88532, 10.23272], [6.56358, 15.17697, 10.23878], [6.05626, 15.81655, 9.14453], [6.24122, 11.65461, 9.32337], [6.84156, 10.96960, 10.38616], [6.75596, 9.57925, 10.26695], [6.10618, 9.19954, 9.09608], [5.56168, 10.52540, 8.19243], [5.54024, 19.32777, 8.12999], [6.85564, 24.57020, 10.68371], [5.75857, 24.56190, 8.30810], [5.34095, 22.04829, 7.48887], [6.95821, 19.56178, 11.19976], [4.54810, 17.75787, 6.16242], [4.60343, 15.34089, 6.05486], [5.24338, 13.17438, 7.18906], [7.17053, 13.50836, 11.12609], [7.32949, 11.47932, 11.21477], [7.16758, 8.85437, 10.96754], [5.96270, 8.18008, 8.76882], [5.16548, 19.88284, 7.27365], [11.95237, 19.28246, 8.31717], [11.18089, 18.52738, 9.41205], [10.20269, 19.48540, 10.07910], [12.13865, 17.92093, 10.42593], [10.45890, 17.47850, 8.72079], [9.57544, 16.28804, 9.23826], [8.36298, 16.25206, 8.36008], [9.38238, 16.49136, 10.77309], [10.44290, 14.97433, 9.12718], [11.19934, 14.50631, 7.94558], [12.57764, 15.10527, 8.03752], [10.45532, 14.80853, 6.63516], [11.29755, 12.99658, 8.11840], [12.41674, 20.16782, 8.74141], [11.26294, 19.62897, 7.55735], [12.69302, 18.64042, 7.84776], [10.74655, 20.38638, 10.41461], [9.69394, 19.02166, 10.90011], [9.43550, 19.75586, 9.34026], [12.62139, 18.73406, 10.96045], [12.86986, 17.27916, 9.93672], [11.55575, 17.32787, 11.14754], [12.53598, 16.18279, 7.83050], [13.24690, 14.59544, 7.35038], [12.93494, 14.94184, 9.05856], [10.27540, 15.88385, 6.57045], [9.51826, 14.26577, 6.59598], [11.05613, 14.48262, 5.79275], [11.77575, 12.72061, 9.05597], [11.93021, 12.61771, 7.29078], [10.30855, 12.55652, 8.06029]], "mulliken_spin": [1.930, 0.025, 0.007, 0.192, -0.005, 0.016, -0.006, 0.015, -0.012, 0.149, 0.023, 0.024, 0.213, 0.001, -0.001, 0.002, -0.001, 0.040, -0.007, 0.033, 0.007, 0.049, 0.007, 0.148, -0.019, 0.038, 0.004, 0.018, 0.000, 0.022, 0.124, 0.036, 0.119, 0.085, 0.204, 0.112, -0.010, 0.239, -0.024, -0.012, 0.001, 0.001, 0.001, -0.016, 0.000, -0.001, -0.005, -0.014, 0.009, 0.003, 0.008, 0.000, 0.001, -0.002, 0.011, 0.002, 0.016, 0.036, 0.019, 0.147, 0.001, 0.001, -0.001, 0.001, -0.001, 0.000, 0.000, 0.000, 0.000, -0.003, 0.001, 0.000, 0.000, -0.001, 0.000, 0.000, 0.000, 0.000, 0.000, 0.000, 0.000, 0.000, 0.001]}